Density functional theory data (the ωB97M-V functional and the def2-TZVPD basis) for a cluster of 2 separate species, C4H5B in total.

- ΔE to the lowest compared entry with this formula, charge and spin (kcal per mole) = 53.5
- orbital gap (alpha / beta) (eV) = 7.22 / 7.22
- E (eV) = -4900.2006
- HOMO energy (alpha / beta) (eV) = -8.736 / -8.736

Last column: natural (NBO) charge in e.
Cartesian coordinates (Å):
B 0.139 -1.247 0.091  0.7568
C 1.200 -0.168 -0.025  -0.6628
C -1.198 -0.339 0.079  -0.5266
C 0.609 1.066 -0.104  -0.0922
C -0.795 0.966 0.024  -0.1941
H 0.296 -3.143 0.111  -0.1238
H 2.199 -0.383 -0.003  0.2163
H -2.147 -0.704 0.031  0.2082
H 0.982 2.045 -0.260  0.2083
H -1.284 1.906 0.056  0.2098



Density functional theory data (the ωB97M-V functional and the def2-TZVPD basis) for a cluster of 2 separate species, C7H15IN2 in total.

- ΔE to the lowest compared entry with this formula, charge and spin (kcal per mole) = 72.1
- orbital gap (alpha / beta) (eV) = 7.28 / 7.28
- E (eV) = -18576.5625
- HOMO energy (alpha / beta) (eV) = -7.584 / -7.584

Last column: natural (NBO) charge in e.
Cartesian coordinates (Å):
C 1.202 1.940 -1.733  -0.5276
C 0.491 1.144 -0.982  0.2822
C -2.673 1.664 1.219  -0.6203
C 0.526 -3.378 -0.194  -0.6185
C -0.798 0.782 -0.368  -0.5366
C -1.153 1.771 0.793  -0.3872
C 1.143 -2.035 -0.401  -0.2486
N 1.114 -1.093 0.699  -0.4117
N 1.623 0.100 0.686  -0.3825
I 3.765 0.368 0.232  0.0006
H 2.352 1.946 -1.864  0.2645
H 0.797 2.653 -2.445  0.2324
H -3.410 1.415 0.508  0.2129
H -2.922 2.650 1.770  0.2152
H -2.903 0.772 1.897  0.1991
H 0.700 -3.970 -0.995  0.2265
H 0.954 -3.775 0.641  0.2145
H -0.604 -3.222 -0.283  0.2093
H -0.885 -0.140 0.169  0.2504
H -1.446 0.877 -1.262  0.2356
H -0.393 1.625 1.533  0.2306
H -1.137 2.860 0.613  0.2054
H 2.160 -2.034 -0.594  0.1999
H 0.757 -1.377 -1.142  0.1955
H 0.739 -1.542 1.505  0.3583



Density functional theory data (the ωB97M-V functional and the def2-TZVPD basis) for a structure of composition C30H39CsN9OSSe3.

- ΔE to the lowest compared entry with this formula, charge and spin (kcal per mole) = 9.8
- orbital gap (eV) = 4.57
- E (eV) = -254625.3027
- HOMO energy (eV) = -3.612
- total charge = -1

Last column: Mulliken charge in e.
Cartesian coordinates (Å):
Cs 1.201 0.347 -0.979  0.8054
N 5.444 3.468 -0.664  -0.4986
C 4.603 2.400 -0.979  0.3460
S 3.258 2.835 -2.002  -0.5654
N 4.976 1.277 -0.444  -1.0777
N 4.161 0.177 -0.660  0.5659
C 4.610 -0.878 -0.096  -1.1097
C 4.012 -2.219 -0.088  1.6230
C 4.521 -3.098 0.875  -0.4086
C 4.093 -4.406 1.023  -0.8324
C 3.109 -4.872 0.146  -0.4218
C 2.591 -4.051 -0.827  -0.4012
C 3.005 -2.688 -1.011  -0.3782
O 2.482 -1.975 -1.924  -0.6835
H 5.399 4.218 -1.332  0.2151
H 6.369 3.181 -0.382  0.2356
H 5.538 -0.785 0.480  0.2179
H 5.298 -2.721 1.535  0.2732
H 4.523 -5.049 1.780  0.3580
H 2.754 -5.895 0.228  0.3447
H 1.836 -4.412 -1.518  0.3432
C -0.625 2.218 2.060  -0.7406
N -0.063 2.815 0.866  0.6428
C 0.539 4.105 1.154  -1.1767
C -1.075 2.909 -0.177  -0.2974
C -0.477 3.417 -1.490  -1.0065
N -0.976 2.712 -2.662  1.0759
C -2.382 2.973 -2.881  -1.2088
C -0.187 3.078 -3.828  -1.0608
H -1.454 2.817 2.482  0.3266
H 0.150 2.123 2.823  0.4057
H -1.007 1.224 1.823  -0.0650
H -0.216 4.848 1.472  0.3162
H 1.069 4.484 0.281  0.2969
H 1.270 3.990 1.954  0.3508
H -1.906 3.561 0.157  0.0961
H -1.504 1.914 -0.332  0.0887
H 0.607 3.274 -1.455  0.0787
H -0.642 4.504 -1.601  0.1559
H -2.584 4.045 -3.059  0.3496
H -2.964 2.653 -2.015  0.2471
H -2.734 2.412 -3.750  0.3400
H -0.267 4.154 -4.059  0.3264
H -0.534 2.520 -4.701  0.4102
H 0.865 2.846 -3.654  0.1117
Se -2.384 -2.288 7.482  0.1828
N -3.382 -1.352 6.332  -0.9023
C -2.771 -1.389 5.182  0.8938
C -3.275 -0.737 3.976  0.4775
C -4.469 -0.020 3.973  -0.8686
C -4.901 0.549 2.797  -0.9596
C -4.125 0.366 1.653  -0.2364
N -2.987 -0.305 1.641  0.4540
C -2.547 -0.845 2.784  -0.3272
C -1.250 -1.570 2.750  0.0171
N -0.568 -1.561 1.598  -0.0350
C 0.576 -2.227 1.545  -0.3390
C 1.121 -2.930 2.620  -0.2769
C 0.438 -2.914 3.813  -1.2363
C -0.772 -2.220 3.890  0.5052
C -1.532 -2.137 5.135  1.1148
N -1.163 -2.707 6.248  -0.8768
H -5.030 0.072 4.893  0.5035
H -5.820 1.116 2.749  0.4398
H -4.441 0.774 0.699  0.3564
H 1.105 -2.213 0.600  0.1721
H 2.060 -3.452 2.490  0.2997
H 0.815 -3.421 4.691  0.4966
C 1.261 -0.711 -4.463  -0.5341
Se -0.154 -1.708 -3.591  -0.0709
C -1.581 -0.532 -4.218  0.5129
C -2.904 -0.885 -3.561  -1.2143
Se -2.919 -0.624 -1.622  0.1431
C -2.511 -2.437 -1.060  -0.5159
H 2.201 -1.071 -4.050  0.2148
H 1.152 0.348 -4.226  -0.0020
H 1.220 -0.861 -5.539  0.3629
H -1.662 -0.603 -5.305  0.4852
H -1.291 0.483 -3.944  -0.6148
H -3.185 -1.921 -3.763  0.4620
H -3.698 -0.250 -3.955  0.4545
H -3.199 -3.138 -1.528  0.4178
H -2.634 -2.448 0.019  -0.0157
H -1.480 -2.682 -1.301  0.0450



Density functional theory data (the ωB97M-V functional and the def2-TZVPD basis) for a structure of composition C22H57AlClO9Si.

- orbital gap (eV) = 6.86
- E (eV) = -69163.6684
- HOMO energy (eV) = -4.971
- total charge = -1

Last column: Mulliken charge in e.
Cartesian coordinates (Å):
C 2.323 -2.407 8.228  -1.0219
Al 3.897 -2.959 7.086  0.2625
Cl 5.766 -2.158 8.100  -0.4966
C 3.792 -2.039 5.278  -0.5604
C 2.673 -2.616 4.414  -0.5459
O 1.939 -1.657 3.621  -0.4408
Si 2.698 -1.023 2.290  0.5928
C 4.081 0.192 2.635  -0.7419
C 3.353 -2.340 1.118  -1.0682
C 1.353 -0.085 1.363  -0.3524
H 1.597 -3.218 8.270  0.2329
H 1.853 -1.531 7.778  0.2548
H 2.647 -2.135 9.229  0.2819
H 4.024 -4.559 6.930  -0.3003
H 3.609 -0.978 5.436  0.2878
H 4.749 -2.185 4.779  0.2599
H 3.086 -3.407 3.781  0.2121
H 1.923 -3.097 5.044  0.3420
H 4.513 0.481 1.676  -0.0054
H 4.866 -0.183 3.281  0.4108
H 3.648 1.100 3.048  0.2972
H 4.233 -2.860 1.484  0.3696
H 2.580 -3.061 0.859  0.2005
H 3.640 -1.842 0.191  0.3711
H 0.659 -0.786 0.907  -0.2849
H 0.801 0.535 2.065  0.3436
H 1.821 0.550 0.614  0.1184
C -4.418 -0.051 -2.500  -0.4457
O -4.505 -0.313 -1.113  -0.4466
C -3.563 -1.278 -0.665  -0.4824
C -2.378 -0.627 0.010  -0.3950
O -1.604 0.127 -0.913  -0.3662
C -1.797 1.523 -0.800  -0.7595
H -5.066 0.794 -2.723  0.0447
H -3.395 0.201 -2.795  0.2358
H -4.760 -0.915 -3.080  0.3682
H -3.220 -1.894 -1.502  0.1698
H -4.070 -1.931 0.052  0.5085
H -1.731 -1.408 0.423  0.2741
H -2.713 0.004 0.837  0.3866
H -1.382 1.896 0.142  0.2915
H -2.856 1.789 -0.862  0.3461
H -1.264 1.994 -1.626  0.2576
C -2.949 -5.116 -1.836  -0.6318
O -3.013 -5.449 -0.463  -0.3611
C -2.147 -6.516 -0.099  -0.5176
C -0.891 -6.012 0.576  -0.4999
O -0.075 -5.282 -0.326  -0.4313
C -0.180 -3.879 -0.159  -0.8679
H -3.541 -4.214 -1.981  0.1254
H -1.921 -4.922 -2.155  0.3186
H -3.374 -5.918 -2.451  0.3404
H -1.884 -7.111 -0.979  0.3280
H -2.694 -7.160 0.597  0.3678
H -0.309 -6.868 0.931  0.4217
H -1.153 -5.399 1.442  0.2793
H 0.257 -3.568 0.796  0.2949
H -1.222 -3.551 -0.205  0.4376
H 0.375 -3.407 -0.968  0.3601
C -3.585 2.138 -5.496  -0.6897
O -4.947 2.218 -5.114  -0.3466
C -5.244 3.378 -4.351  -0.3634
C -5.946 4.427 -5.183  -0.7031
O -5.093 4.959 -6.185  -0.3668
C -5.345 4.435 -7.475  -0.6778
H -3.483 1.303 -6.188  0.2386
H -3.253 3.053 -5.993  0.3894
H -2.951 1.949 -4.623  0.2146
H -4.332 3.794 -3.914  0.3387
H -5.904 3.075 -3.532  0.3782
H -6.247 5.254 -4.532  0.3859
H -6.848 4.002 -5.633  0.3573
H -6.314 4.780 -7.852  0.3242
H -5.326 3.342 -7.475  0.2871
H -4.562 4.802 -8.136  0.2376
C 2.536 3.832 0.356  -0.8856
O 3.740 3.259 0.825  -0.2115
C 4.773 3.235 -0.145  -0.4526
C 5.801 4.311 0.113  -0.6527
O 5.261 5.611 -0.080  -0.3787
C 4.942 6.269 1.132  -0.6737
H 1.866 3.925 1.209  0.2527
H 2.703 4.823 -0.076  0.3910
H 2.063 3.185 -0.391  0.3372
H 4.359 3.343 -1.152  0.3541
H 5.261 2.257 -0.082  0.3748
H 6.630 4.190 -0.592  0.3989
H 6.199 4.208 1.126  0.3263
H 5.852 6.524 1.686  0.3277
H 4.296 5.654 1.764  0.2812
H 4.417 7.188 0.877  0.2360



Density functional theory data (the ωB97M-V functional and the def2-TZVPD basis) for a cluster of 3 separate species, C4H8O3 in total.

- ΔE to the lowest compared entry with this formula, charge and spin (kcal per mole) = 66.8
- orbital gap (eV) = 9.36
- E (eV) = -10418.1052
- HOMO energy (eV) = -8.502

Last column: natural (NBO) charge in e.
Cartesian coordinates (Å):
C 0.863 1.271 -0.225  -0.6727
C 0.103 0.440 0.754  0.2760
O 0.921 -0.167 1.668  -0.6786
C -1.227 0.306 0.777  -0.0189
O -2.041 1.025 -0.072  -0.7027
C -0.728 -1.389 -1.994  0.5328
O -1.812 -1.064 -2.117  -0.5380
H 1.660 0.675 -0.683  0.2287
H 0.193 1.646 -1.000  0.2365
H 1.332 2.123 0.279  0.2278
H 1.967 -1.747 0.143  0.0082
H 0.380 -0.664 2.297  0.4780
H -1.725 -0.313 1.528  0.1566
H -2.552 0.403 -0.608  0.4795
H 2.114 -2.161 -0.459  -0.0133



Density functional theory data (the ωB97M-V functional and the def2-TZVPD basis) for a structure of composition C15H17BBaN4O3.

- orbital gap (eV) = 7.82
- E (eV) = -29306.4052
- HOMO energy (eV) = -8.100

Last column: Mulliken charge in e.
Cartesian coordinates (Å):
Ba 0.151 -0.427 0.207  1.9204
B -0.862 0.472 4.299  -0.0529
N -2.028 0.204 3.264  0.0793
C -3.303 0.165 3.673  -0.3219
C -4.119 -0.095 2.587  -0.8218
C -3.225 -0.197 1.524  -0.3616
N -1.967 -0.015 1.940  -0.1356
N 0.625 0.586 3.755  0.1278
C 1.618 0.873 4.604  -0.2992
C 2.814 0.921 3.910  -0.8244
C 2.442 0.643 2.599  -0.3596
N 1.122 0.442 2.511  -0.2168
H -0.873 -0.445 5.087  -0.0986
H -1.109 1.526 4.834  -0.1086
H -3.527 0.324 4.715  0.4127
H -5.190 -0.193 2.574  0.3663
H -3.434 -0.394 0.482  0.4218
H 1.392 1.020 5.647  0.4100
H 3.795 1.125 4.299  0.3603
H 3.063 0.575 1.717  0.4790
C 1.987 -7.472 0.221  -0.8162
O 2.946 -6.875 -0.637  -0.4337
C 2.853 -5.545 -0.857  1.0892
C 3.853 -5.019 -1.706  -1.0090
C 3.841 -3.687 -1.976  -0.6289
C 2.868 -2.795 -1.445  -0.1311
C 2.924 -1.399 -1.783  0.9634
C 3.995 -0.805 -2.668  -1.1458
O 2.087 -0.565 -1.368  -0.6872
C 1.855 -3.349 -0.582  0.3641
O 0.930 -2.640 -0.037  -0.9100
C 1.882 -4.740 -0.314  -0.4821
H 2.245 -8.526 0.267  0.2288
H 0.978 -7.357 -0.180  0.3356
H 2.035 -7.038 1.222  0.3405
H 4.594 -5.694 -2.110  0.4385
H 4.610 -3.297 -2.625  0.1616
H 4.759 -1.478 -3.036  0.3712
H 4.471 -0.004 -2.102  0.2795
H 3.494 -0.336 -3.515  0.2817
H 1.117 -5.129 0.341  0.4135